1.
The following is a DFT calculation (ωB97M-V/def2-TZVPD) of a structure of composition C22H29InN8OS.

The geometry in ORCA input format:
```
! wB97M-V def2-TZVPD RIJCOSX def2/J DEFGRID3
* xyz 4 1
In -0.004 -0.576 -0.447
N 4.178 4.323 0.688
C 3.412 3.299 -0.138
C 4.419 2.413 -0.853
C 3.728 1.399 -1.764
N 3.043 0.344 -0.979
C 2.769 2.109 -2.724
C 1.801 3.111 -2.087
N 0.661 2.428 -1.432
C 2.535 4.050 -1.128
H 4.780 3.882 1.387
H 3.554 4.972 1.172
H 4.784 4.885 0.081
H 2.807 2.720 0.560
H 5.073 1.897 -0.144
H 5.052 3.042 -1.488
H 4.513 0.946 -2.374
H 3.619 0.062 -0.192
H 2.977 -0.476 -1.574
H 2.196 1.361 -3.279
H 3.369 2.646 -3.462
H 1.425 3.743 -2.896
H 0.071 2.075 -2.180
H 0.091 3.107 -0.936
H 1.817 4.694 -0.611
H 3.172 4.698 -1.739
N -3.973 -2.367 -3.074
C -4.682 -1.242 -2.733
C -5.951 -0.817 -3.037
C -6.325 0.397 -2.475
C -5.449 1.174 -1.634
C -4.192 0.758 -1.345
C -3.775 -0.489 -1.896
N -2.616 -1.145 -1.763
C -2.757 -2.284 -2.484
C -1.714 -3.256 -2.603
C -1.801 -4.471 -3.243
S -0.330 -5.284 -3.161
C 0.331 -3.969 -2.274
N -0.478 -2.982 -2.043
H -4.305 -3.113 -3.668
H -6.629 -1.377 -3.667
H -7.318 0.780 -2.673
H -5.824 2.106 -1.233
H -3.525 1.334 -0.719
H -2.650 -4.913 -3.741
H 1.362 -3.991 -1.947
N -0.222 -3.463 7.573
C -0.674 -2.414 6.961
O -1.478 -1.597 7.529
C -0.352 -2.041 5.550
C -0.478 -0.716 5.151
C -0.203 -0.417 3.823
N 0.180 -1.325 2.924
C 0.298 -2.590 3.338
C 0.027 -3.011 4.633
H -0.474 -3.659 8.538
H 0.467 -4.062 7.138
H -0.775 0.064 5.838
H -0.302 0.604 3.475
H 0.635 -3.315 2.608
H 0.106 -4.064 4.871
*
```

- HOMO-LUMO gap (spin up / spin down): 5.693 / 4.877 eV
- Electronic energy: -53224.1494 eV
- Molar mass: 568.4 g/mol
- LUMO level (spin up / spin down): -12.83 / -13.55 eV
- Energy relative to the best compared isomer or geometry (same formula, charge and spin): 3.6 kcal/mol

***

2.
The following is a DFT calculation (ωB97M-V/def2-TZVPD) of a cluster of 3 separate species, C3H14NO3S in total.

The geometry in ORCA input format:
```
! wB97M-V def2-TZVPD RIJCOSX def2/J DEFGRID3
* xyz 1 1
C -1.054 0.520 1.033
O -1.028 1.792 0.402
C 0.205 -0.280 0.673
C -0.038 -1.769 0.904
S 1.517 -2.622 0.831
N 0.591 0.033 -0.739
H -1.252 0.562 2.101
H -1.936 0.106 0.554
H -0.237 2.323 0.603
H 1.072 0.107 1.258
H -0.491 -1.869 1.880
H -0.769 -2.130 0.171
H 0.987 -3.817 0.509
H 1.099 -0.781 -1.108
H -0.255 0.138 -1.319
H 1.164 0.889 -0.812
H -2.381 -0.512 -2.344
H -1.453 -0.690 -3.537
O -1.452 -0.670 -2.565
H 1.746 3.510 0.031
H 2.312 2.542 1.088
O 1.653 2.617 0.388
*
```

- HOMO-LUMO gap: 10.035 eV
- Electronic energy: -21800.0739 eV
- Molar mass: 144.2 g/mol
- LUMO level: -2.92 eV
- Energy relative to the best compared isomer or geometry (same formula, charge and spin): 0.0 kcal/mol

***

3.
The following is a DFT calculation (ωB97M-V/def2-TZVPD) of a structure of composition C20H17Br6F3.

The geometry in ORCA input format:
```
! wB97M-V def2-TZVPD RIJCOSX def2/J DEFGRID3
* xyz 0 1
C 2.546 -7.848 21.117
Br 1.801 -8.843 22.517
Br 4.391 -7.739 21.149
Br 1.852 -6.138 20.906
H 2.339 -8.376 20.209
C 0.475 -8.307 16.773
Br 0.153 -7.647 15.056
Br -0.551 -7.427 18.085
Br 2.246 -8.190 17.267
H 0.073 -9.293 16.831
F -0.895 -2.417 14.322
C 0.401 -2.800 14.415
C 0.721 -4.148 14.243
C 2.066 -4.499 14.449
C 3.013 -3.532 14.794
C 2.654 -2.227 14.879
C 1.350 -1.854 14.701
H 0.013 -4.925 13.955
H 2.371 -5.516 14.253
H 4.031 -3.875 14.895
H 3.347 -1.398 15.076
H 1.039 -0.816 14.705
F -1.314 -0.332 19.969
C -1.663 -1.649 20.077
C -1.179 -2.494 19.087
C -1.450 -3.847 19.225
C -2.380 -4.274 20.191
C -2.864 -3.382 21.123
C -2.470 -2.040 21.101
H -0.497 -2.091 18.343
H -1.032 -4.545 18.507
H -2.766 -5.266 20.273
H -3.575 -3.699 21.883
H -2.772 -1.336 21.867
F -2.797 -8.716 16.326
C -3.918 -9.355 16.726
C -5.006 -8.630 17.184
C -6.123 -9.334 17.552
C -6.173 -10.721 17.337
C -5.048 -11.392 16.893
C -3.868 -10.748 16.642
H -4.980 -7.548 17.132
H -7.035 -8.841 17.903
H -7.093 -11.285 17.484
H -5.004 -12.453 16.688
H -3.000 -11.232 16.211
*
```

- HOMO-LUMO gap: 9.499 eV
- Electronic energy: -449421.4196 eV
- Molar mass: 793.8 g/mol
- LUMO level: 0.24 eV
- Energy relative to the best compared isomer or geometry (same formula, charge and spin): 20.3 kcal/mol

***

4.
The following is a DFT calculation (ωB97M-V/def2-TZVPD) of a structure of composition C2H2Li3O2.

The geometry in ORCA input format:
```
! wB97M-V def2-TZVPD RIJCOSX def2/J DEFGRID3
* xyz 0 2
O -0.687 1.376 1.050
C -0.867 0.366 0.210
C -0.122 -0.779 0.193
Li -0.051 2.001 2.518
Li 1.244 0.616 -0.997
H -1.309 0.649 -0.769
H 0.359 -1.077 1.142
Li 1.015 -1.851 -2.432
O 0.418 -1.300 -0.916
*
```

- HOMO-LUMO gap (spin up / spin down): 2.691 / 5.243 eV
- Electronic energy: -6814.9894 eV
- Molar mass: 78.9 g/mol
- <S²>: 0.751
- LUMO level (spin up / spin down): -0.94 / -1.01 eV
- Energy relative to the best compared isomer or geometry (same formula, charge and spin): 17.7 kcal/mol

***

5.
The following is a DFT calculation (ωB97M-V/def2-TZVPD) of a structure of composition C18H22N5O4S2V.

The geometry in ORCA input format:
```
! wB97M-V def2-TZVPD RIJCOSX def2/J DEFGRID3
* xyz 1 2
V 0.323 0.201 -0.027
N -7.186 1.865 2.458
C -6.090 1.083 2.183
C -5.493 0.316 3.189
C -4.369 -0.437 2.924
C -3.830 -0.446 1.640
C -4.417 0.312 0.626
C -5.532 1.072 0.896
S -2.441 -1.420 1.313
O -2.205 -2.263 2.441
O -2.550 -1.958 -0.015
N -1.165 -0.359 1.166
C -0.655 0.311 2.275
N 0.537 0.874 1.950
C 1.152 1.592 2.886
C 0.615 1.733 4.146
C -0.601 1.104 4.375
N -1.248 0.399 3.449
H -7.708 1.673 3.295
H -7.737 2.199 1.687
H -5.923 0.313 4.184
H -3.904 -1.027 3.701
H -4.018 0.284 -0.380
H -5.998 1.653 0.109
H 2.101 2.039 2.613
H 1.119 2.299 4.914
H -1.080 1.172 5.345
O 1.463 -2.587 0.312
C 1.040 -1.541 0.183
S 0.110 -0.324 -4.604
C -1.355 -0.813 -3.893
C -1.292 -0.686 -2.549
N -0.086 -0.175 -2.081
C 0.729 0.061 -3.085
H -2.177 -1.189 -4.478
H -2.056 -0.974 -1.842
H 1.720 0.466 -2.955
C -0.500 2.835 -0.783
C 0.993 3.045 -0.780
O 1.652 1.751 -0.742
C 3.089 1.856 -0.572
C 3.665 0.491 -0.326
H -1.014 3.795 -0.726
H -0.842 2.288 0.107
H -0.844 2.331 -1.684
H 1.322 3.610 0.094
H 1.328 3.566 -1.677
H 3.274 2.536 0.262
H 3.492 2.314 -1.477
H 3.271 0.051 0.592
H 4.747 0.567 -0.217
H 3.468 -0.191 -1.155
*
```

- HOMO-LUMO gap (spin up / spin down): 7.569 / 7.456 eV
- Electronic energy: -82016.1452 eV
- Molar mass: 487.5 g/mol
- <S²>: 0.761
- LUMO level (spin up / spin down): -2.91 / -3.03 eV

***

6.
The following is a DFT calculation (ωB97M-V/def2-TZVPD) of a cluster of 4 separate species, CH10O4 in total.

The geometry in ORCA input format:
```
! wB97M-V def2-TZVPD RIJCOSX def2/J DEFGRID3
* xyz 0 1
C -0.710 -1.348 -0.915
O -0.043 -0.085 -1.010
H -1.426 -1.481 -1.723
H 0.098 -2.073 -0.878
H -1.219 -1.409 0.051
H -0.647 0.655 -1.070
H 0.514 0.972 1.347
H 1.470 -0.025 1.772
O 0.780 0.519 2.149
H -2.593 1.477 0.161
H -1.927 0.735 1.297
O -1.804 1.495 0.715
H 1.729 0.011 -0.714
H 3.229 0.290 -0.928
O 2.549 0.268 -0.253
*
```

- HOMO-LUMO gap: 11.099 eV
- Electronic energy: -9388.9028 eV
- Molar mass: 86.1 g/mol
- LUMO level: 0.36 eV
- Energy relative to the best compared isomer or geometry (same formula, charge and spin): 12.2 kcal/mol

***

7.
The following is a DFT calculation (ωB97M-V/def2-TZVPD) of a cluster of 2 separate species, C4H7F2N in total.

The geometry in ORCA input format:
```
! wB97M-V def2-TZVPD RIJCOSX def2/J DEFGRID3
* xyz 0 1
C -3.354 0.790 0.717
C -1.325 -1.209 0.048
C 1.128 -0.716 -0.477
C -0.111 0.175 1.362
N -0.160 -0.703 0.247
F -2.930 1.155 -0.433
F -1.446 -1.946 -1.166
H -4.175 0.079 0.663
H 1.780 -1.347 0.141
H 1.059 -1.033 -1.553
H 1.567 0.327 -0.577
H -0.198 -0.369 2.312
H 0.898 0.527 1.305
H -0.727 1.013 1.264
*
```

- HOMO-LUMO gap (spin up / spin down): 8.982 / 8.981 eV
- Electronic energy: -11180.2495 eV
- Molar mass: 107.1 g/mol
- LUMO level (spin up / spin down): 0.41 / 0.41 eV
- Energy relative to the best compared isomer or geometry (same formula, charge and spin): 130.3 kcal/mol

***

8.
The following is a DFT calculation (ωB97M-V/def2-TZVPD) of a structure of composition C41H34BiCl3GeN3O2P2.

The geometry in ORCA input format:
```
! wB97M-V def2-TZVPD RIJCOSX def2/J DEFGRID3
* xyz 2 2
Bi 16.065 9.703 11.200
C 15.986 8.453 7.761
O 16.724 9.346 8.584
C 18.122 9.188 8.559
C 18.798 9.290 7.338
C 20.175 9.031 7.388
C 20.820 8.475 8.527
C 20.086 8.411 9.700
C 18.813 8.985 9.786
N 18.297 9.465 10.999
N 19.259 9.638 11.930
C 18.955 9.864 13.218
C 17.657 9.920 13.898
O 16.514 9.862 13.249
C 17.529 9.962 15.313
C 18.635 10.063 16.116
C 19.931 10.174 15.543
C 21.053 10.291 16.319
C 22.273 10.753 15.799
C 22.467 10.699 14.423
C 21.433 10.307 13.570
C 20.139 10.114 14.111
H 15.864 8.980 6.793
H 15.026 8.352 8.269
H 16.519 7.463 7.591
H 18.245 9.384 6.363
H 20.868 9.301 6.538
H 21.823 8.119 8.520
H 20.484 8.016 10.650
H 16.512 9.959 15.709
H 18.514 10.137 17.215
H 20.939 9.981 17.330
H 23.061 11.156 16.431
H 23.493 10.864 14.022
H 21.662 10.067 12.494
N 13.071 12.961 11.291
P 12.667 11.379 10.789
C 10.851 11.537 10.959
C 10.215 11.653 9.751
C 8.808 11.782 9.726
C 8.105 11.693 10.922
C 8.757 11.640 12.129
C 10.138 11.621 12.149
C 13.014 10.498 12.336
C 12.322 9.270 12.512
C 12.297 8.580 13.737
C 13.001 9.099 14.810
C 13.732 10.254 14.685
C 13.715 10.970 13.490
P 14.592 13.809 11.085
C 14.116 15.537 11.005
C 15.091 16.508 11.129
C 14.719 17.809 11.197
C 13.346 18.194 11.156
C 12.404 17.218 10.966
C 12.739 15.869 10.911
C 15.005 13.635 9.348
C 16.173 12.938 9.004
C 16.416 12.637 7.706
C 15.590 13.081 6.668
C 14.400 13.675 7.029
C 14.057 13.953 8.371
H 12.672 13.028 12.242
H 10.690 11.793 8.740
H 8.301 12.047 8.789
H 7.074 11.628 10.915
H 8.272 11.538 13.081
H 10.619 11.749 13.131
H 11.907 8.813 11.579
H 11.790 7.633 13.781
H 12.892 8.565 15.745
H 14.347 10.691 15.535
H 14.287 11.890 13.305
H 16.134 16.168 11.123
H 15.417 18.619 11.288
H 13.068 19.216 11.389
H 11.319 17.497 10.843
H 11.929 15.145 10.667
H 16.841 12.497 9.728
H 17.332 12.155 7.406
H 15.790 12.809 5.652
H 13.628 13.987 6.298
H 13.142 14.498 8.603
Cl 17.297 6.452 13.299
Ge 15.861 6.926 11.674
Cl 14.029 5.858 12.126
Cl 16.631 5.829 9.880
*
```

- HOMO-LUMO gap (spin up / spin down): 5.919 / 3.646 eV
- Electronic energy: -170119.7880 eV
- Molar mass: 1050.6 g/mol
- <S²>: 0.760
- LUMO level (spin up / spin down): -6.48 / -8.75 eV